# 1
Here is C22H15CeN3O2 as an isolated structure from OMol25. Energies are from ωB97M-V with the def2-TZVPD basis set.

⟨S²⟩	0.751
HOMO level (alpha / beta)	-10.3 / -10.3	eV
spin multiplicity	2
charge	+1
energy	-1636.9189	Eh

Geometry as XYZ:
```
43
C22H15CeN3O2 (ωB97M-V with the def2-TZVPD basis set)
Ce 8.172 2.900 12.086
O 3.235 5.584 16.091
C 4.241 5.184 16.739
O 4.634 5.490 17.873
C 4.986 4.378 15.735
C 4.540 4.069 14.439
C 5.354 3.509 13.518
N 6.698 3.230 13.868
C 7.276 3.593 15.051
C 6.401 4.140 16.028
C 8.660 3.251 15.300
C 9.318 3.407 16.524
C 10.667 3.035 16.663
C 11.299 2.426 15.552
C 10.645 2.334 14.350
N 9.335 2.750 14.189
C 5.056 3.239 12.111
C 4.149 4.106 11.457
C 3.990 3.883 10.108
C 4.604 2.809 9.477
C 5.417 1.968 10.163
N 5.805 2.298 11.456
H 3.517 4.320 14.136
H 6.871 4.513 16.940
H 8.884 3.825 17.444
H 11.287 3.278 17.533
H 12.383 2.030 15.699
H 11.129 1.804 13.463
H 3.701 5.020 11.979
H 3.576 4.651 9.468
H 4.426 2.752 8.414
H 5.901 1.088 9.724
C 7.599 7.341 10.011
C 7.794 7.192 11.379
C 8.088 5.929 11.925
C 8.314 4.779 11.051
C 8.145 5.027 9.683
C 7.764 6.219 9.159
H 7.213 8.302 9.610
H 7.660 8.037 12.021
H 8.074 5.837 12.974
H 8.343 4.160 8.984
H 7.523 6.317 8.073
```

---

# 2
Here is a 4-piece molecular cluster, C7H23NO3 overall from OMol25. Energies are from ωB97M-V with the def2-TZVPD basis set.

HOMO level	-9.8	eV
SMILES string	CCCCNC(C)C.O.O.O
charge	0
energy	-560.8924	Eh

Geometry as XYZ:
```
34
C7H23NO3 (ωB97M-V with the def2-TZVPD basis set)
C 0.777 0.898 1.271
N 0.071 0.714 -0.093
C -0.786 1.869 -0.367
C -0.021 3.114 -0.859
C -1.800 1.526 -1.435
C 0.086 -0.053 2.336
C 2.264 -1.426 2.268
C 0.755 -1.461 2.298
H 1.752 0.653 1.114
H 0.950 2.094 1.721
H 0.824 0.819 -0.853
H -1.326 2.122 0.572
H 0.478 3.112 -1.829
H 0.763 3.487 -0.092
H -0.720 3.995 -0.936
H -1.610 1.497 -2.540
H -2.598 2.206 -1.279
H -2.069 0.469 -1.295
H 0.068 0.385 3.279
H -0.977 -0.035 2.040
H 2.688 -0.997 3.164
H 2.812 -1.047 1.333
H 2.640 -2.506 2.271
H 0.535 -2.219 3.029
H 0.425 -1.834 1.335
H -0.190 -1.113 -2.631
H -1.742 -1.242 -2.863
O -0.918 -0.874 -3.219
H 1.050 -1.177 -0.829
H 0.638 -2.438 -1.418
O 1.397 -1.844 -1.388
H -1.032 -1.476 0.706
H -1.979 -0.850 -0.318
O -1.670 -1.744 0.095
```

---

# 3
Here is one molecule with the formula C25H29N3O4 from OMol25. Energies are from ωB97M-V with the def2-TZVPD basis set.

HOMO level	-8.0	eV
SMILES string	CCOc1ccc2[nH]c(=O)c(CN(CCc3ccccc3)C(=O)N3CCOCC3)cc2c1
charge	0
energy	-1435.3256	Eh

Geometry as XYZ:
```
61
C25H29N3O4 (ωB97M-V with the def2-TZVPD basis set)
C -3.824 -3.704 1.018
C -4.513 -3.430 -0.316
O -5.044 -2.121 -0.395
C -4.208 -1.064 -0.567
C -2.853 -1.134 -0.829
C -2.101 0.036 -0.985
C -2.729 1.287 -0.883
C -4.102 1.352 -0.637
C -4.825 0.197 -0.480
H -5.884 0.226 -0.282
H -4.588 2.313 -0.565
N -1.968 2.414 -1.028
C -0.609 2.450 -1.222
O -0.042 3.526 -1.325
C 0.043 1.143 -1.319
C -0.695 0.015 -1.231
H -0.229 -0.953 -1.351
C 1.527 1.148 -1.589
N 2.349 1.131 -0.386
C 3.495 0.385 -0.308
O 4.469 0.746 0.324
N 3.475 -0.811 -1.035
C 4.773 -1.431 -1.264
H 5.512 -0.641 -1.397
C 5.185 -2.340 -0.105
H 6.098 -2.887 -0.345
O 4.192 -3.315 0.148
C 2.969 -2.698 0.461
H 2.257 -3.503 0.655
C 2.471 -1.802 -0.684
H 1.561 -1.297 -0.366
H 2.274 -2.419 -1.568
H 3.086 -2.087 1.371
H 5.348 -1.726 0.793
H 4.690 -2.020 -2.183
C 2.344 2.343 0.422
H 3.342 2.795 0.395
H 1.625 3.041 -0.002
C 1.991 2.030 1.884
C 0.630 1.412 2.003
C 0.478 0.034 2.078
C -0.778 -0.538 2.169
C -1.906 0.263 2.195
C -1.766 1.639 2.119
C -0.510 2.208 2.017
H -0.406 3.282 1.958
H -2.644 2.269 2.146
H -2.889 -0.177 2.274
H -0.875 -1.613 2.233
H 1.356 -0.596 2.080
H 2.749 1.353 2.282
H 2.030 2.964 2.447
H 1.802 0.289 -2.201
H 1.753 2.068 -2.145
H -2.423 3.317 -0.962
H -2.338 -2.078 -0.914
H -3.835 -3.624 -1.156
H -5.386 -4.080 -0.424
H -2.978 -3.036 1.162
H -4.526 -3.550 1.833
H -3.473 -4.732 1.044
```

---

# 4
Here is one molecule with the formula CH2NOP from OMol25. Energies are from ωB97M-V with the def2-TZVPD basis set.

HOMO level	-10.1	eV
SMILES string	N#COP
charge	0
energy	-510.5594	Eh

Geometry as XYZ:
```
6
CH2NOP (ωB97M-V with the def2-TZVPD basis set)
C -2.979 -0.074 -0.013
N -4.085 0.035 0.190
O -1.582 -0.302 -0.432
P -0.355 0.609 -0.197
H 0.362 -0.260 0.524
H 0.407 0.282 -1.291
```

---

# 5
Here is one molecule with the formula C4H9NO2 from OMol25. Energies are from ωB97M-V with the def2-TZVPD basis set.

HOMO level	-7.0	eV
charge	0
energy	-362.9404	Eh

Geometry as XYZ:
```
16
C4H9NO2 (ωB97M-V with the def2-TZVPD basis set)
C -1.058 0.046 -1.019
C -0.682 0.859 0.186
O -1.702 1.483 0.966
C 0.061 -0.165 1.052
C 0.960 -0.791 0.025
O 0.749 -1.951 -0.579
N 2.186 -0.311 -0.100
H -1.944 -0.567 -0.775
H -0.149 -1.692 -0.973
H -1.274 0.642 -1.913
H 0.051 1.631 -0.111
H -2.423 1.650 0.345
H 0.619 0.234 1.910
H -0.649 -0.917 1.407
H 2.778 -0.657 -0.841
H 2.478 0.504 0.419
```

---

# 6
Here is C7H12LuN2O3 as an isolated structure from OMol25. Energies are from ωB97M-V with the def2-TZVPD basis set.

HOMO level	-18.3	eV
charge	+3
energy	-1843.1768	Eh

Geometry as XYZ:
```
25
C7H12LuN2O3 (ωB97M-V with the def2-TZVPD basis set)
C -0.261 2.785 1.443
C -0.278 1.365 0.680
O 0.590 1.175 -0.080
N -1.367 0.525 0.991
C -2.456 0.570 -0.037
C -0.958 -0.828 1.339
O -0.832 -1.109 2.457
O -0.773 -1.830 0.400
C 0.595 -2.067 0.054
C 0.741 -1.740 -1.492
C 2.209 -1.777 -1.969
N 3.205 -1.639 -1.252
H 0.765 3.311 1.307
H -1.038 3.440 0.868
H -0.552 2.652 2.534
H -3.313 -0.067 0.245
H -2.829 1.615 -0.080
H -2.080 0.232 -1.023
H 0.746 -3.166 0.145
H 1.319 -1.542 0.704
H 0.222 -0.786 -1.698
H 0.214 -2.555 -2.034
H 2.395 -1.918 -3.077
H 4.061 -1.711 -1.836
Lu -0.323 5.064 1.412
```